1.
Density functional theory data (ωB97M-V/def2-TZVPD) for a cluster of 14 separate species, C18H64O23 in total at a distorted geometry.

```
105
Properties=species:S:1:pos:R:3:forces:R:3:lowdin_charge:R:1
O 6.6248 -13.2566 5.5014 -0.2 -2.8 0.1 -0.005
H 6.7334 -12.3380 5.4397 -0.4 2.1 -0.6 0.059
H 5.8639 -13.6217 5.0139 0.4 0.9 0.0 0.105
O 8.9507 -13.7827 3.9426 -0.3 -0.3 0.0 -0.013
H 8.0624 -13.9715 4.2536 -0.3 -0.3 0.2 0.029
H 9.2125 -13.0405 4.4770 0.5 0.5 0.3 0.066
O 5.7092 -13.8698 7.9378 -0.9 0.1 -1.3 -0.026
H 5.9851 -13.6462 7.0277 -0.3 -0.5 -0.1 0.006
H 6.2911 -13.2703 8.3589 0.9 0.9 1.6 0.046
O 10.6465 -17.7974 8.2884 0.0 -0.1 1.8 -0.028
H 10.2960 -18.6808 8.3596 -0.2 -0.5 0.2 0.020
H 10.5630 -17.5695 7.3794 0.3 0.4 -1.5 -0.041
O 4.9847 -17.5128 6.4683 0.7 -1.1 -0.6 0.010
H 4.4825 -16.9472 5.9231 -1.0 0.8 -1.5 0.039
H 4.7600 -17.1824 7.3086 -0.1 0.2 2.2 0.029
C 15.3748 -17.2671 3.9501 -1.0 -1.0 -1.0 -0.240
C 14.9886 -17.2048 5.4332 0.6 -2.4 -2.3 -0.199
O 15.9292 -18.1025 6.0038 1.4 0.8 1.7 -0.075
O 14.4767 -16.6222 3.0568 0.2 -0.6 0.6 -0.073
H 15.5535 -18.3188 3.6052 -1.0 0.0 0.6 0.122
H 16.3714 -16.9918 3.7361 1.2 1.6 0.4 0.104
H 14.0645 -17.6948 5.6134 -1.5 0.1 -0.2 0.099
H 14.9120 -16.1948 5.7688 0.7 0.5 0.9 0.108
H 15.6645 -19.0209 5.9110 -0.4 0.3 -0.1 0.080
H 13.8113 -17.3038 2.8702 0.1 0.9 -0.3 0.040
C 12.1943 -18.1068 0.7816 -3.1 1.3 0.4 -0.290
C 11.4690 -17.9358 2.1460 0.7 -0.7 -1.4 -0.232
O 11.6833 -16.6719 2.7053 0.1 0.4 0.3 -0.066
O 13.5370 -18.0249 0.7243 3.1 -2.8 1.5 -0.032
H 11.8760 -17.2589 0.2193 -0.8 0.4 -1.0 0.106
H 11.9154 -19.0404 0.3520 -1.1 -0.7 -0.6 0.118
H 11.8572 -18.7756 2.7163 0.1 0.3 1.2 0.111
H 10.4010 -18.0895 2.0451 -0.3 -0.5 -0.3 0.097
H 11.2723 -16.0152 2.1088 0.3 -0.1 0.5 0.073
H 13.7744 -18.9794 0.9595 0.6 2.1 -0.5 0.141
C 11.9660 -13.6059 4.5198 1.2 1.4 -2.3 -0.368
C 13.4499 -13.6633 4.4119 1.5 1.1 -1.8 -0.180
O 13.8524 -13.2710 3.0677 0.6 1.1 1.1 -0.077
O 11.6348 -14.3725 5.5064 -2.7 -4.3 5.1 -0.020
H 11.4060 -13.9039 3.6736 0.1 0.0 -1.7 0.091
H 11.6396 -12.6378 4.7899 -0.1 1.9 -0.3 0.110
H 13.9487 -14.6090 4.6577 -0.8 -0.1 -0.1 0.094
H 13.8283 -12.9268 5.1617 0.2 -0.3 -0.9 0.135
H 13.5526 -13.8668 2.3806 -0.2 -0.6 0.4 0.070
H 11.0573 -15.0812 5.1891 0.5 -0.1 0.6 0.069
C 7.0313 -20.1572 6.8097 -0.1 -1.8 0.2 -0.228
C 7.2334 -20.3891 5.2976 -1.2 2.7 1.5 -0.199
O 6.1629 -19.6200 4.7456 -0.7 -0.6 -1.5 -0.105
O 7.9275 -20.9675 7.5491 0.2 -0.3 0.4 -0.072
H 5.9976 -20.4377 7.0331 -0.1 -0.2 -0.1 0.124
H 7.0761 -19.1609 7.2428 0.6 0.4 -0.8 0.110
H 7.1836 -21.4270 4.9856 -0.4 -0.1 0.1 0.130
H 8.1464 -19.9584 4.9444 1.0 0.0 -0.1 0.070
H 6.0664 -18.7405 5.1489 0.5 -0.4 0.2 0.045
H 7.6099 -21.8781 7.4867 0.2 0.2 0.1 0.093
C 8.4503 -16.6557 5.9716 -1.2 -0.1 0.2 -0.179
C 9.5380 -17.1800 5.0861 -0.9 -0.1 -3.3 -0.242
O 10.7829 -17.1366 5.6720 -0.3 1.0 2.3 -0.057
O 7.1910 -16.4475 5.2642 1.5 -0.4 -0.8 -0.081
H 8.7127 -15.6939 6.3241 0.8 1.1 0.7 0.105
H 8.2627 -17.2949 6.8412 0.1 -0.1 -0.1 0.110
H 9.6590 -16.5406 4.1685 -0.9 -0.4 0.5 0.124
H 9.2878 -18.1898 4.6939 0.1 0.4 0.3 0.119
H 11.3710 -17.6879 5.2023 1.1 -1.1 -0.8 0.054
H 6.5637 -16.1899 5.9303 -0.3 -0.2 0.7 0.031
C 7.6146 -15.6051 9.3254 -4.1 0.1 3.2 -0.211
C 7.2574 -14.9305 10.7628 1.8 -0.5 -3.7 -0.193
O 8.3700 -14.1383 10.9431 -0.4 2.8 1.4 -0.041
O 6.4374 -16.1680 8.8434 -0.7 -1.7 -0.9 -0.095
H 8.2423 -16.3858 9.4849 2.1 -2.5 0.8 0.079
H 8.1075 -15.0540 8.5998 0.7 2.2 -1.0 0.092
H 7.1055 -15.5905 11.5696 -0.1 -1.5 0.7 0.105
H 6.3999 -14.3366 10.7184 -1.4 1.1 -0.4 0.092
H 9.0445 -14.7619 10.9126 2.5 -1.1 0.1 0.054
H 5.9085 -15.4538 8.4867 -0.1 0.5 0.0 0.010
C 10.8398 -20.7994 5.9203 0.1 -0.4 -1.7 -0.230
C 11.6868 -21.7786 6.6747 0.7 0.1 0.0 -0.283
O 10.9640 -22.5817 7.5350 -0.5 -0.4 0.9 -0.017
O 11.7598 -19.8816 5.3273 0.8 -0.3 -0.7 -0.096
H 10.2367 -20.2308 6.5991 -0.5 0.1 0.3 0.092
H 10.1952 -21.2862 5.1157 0.6 0.5 1.0 0.142
H 12.2462 -21.2014 7.3747 0.8 0.9 0.2 0.120
H 12.4636 -22.2502 6.0029 -1.0 -0.2 0.5 0.144
H 10.7772 -23.4451 7.2160 -0.2 -1.0 -0.7 0.077
H 12.5637 -20.4010 5.0894 -0.9 0.7 0.1 0.097
C 6.0818 -17.1635 2.3324 1.8 -0.3 -0.6 -0.289
C 6.8879 -18.1950 1.5915 -1.5 -2.0 0.4 -0.232
O 7.8387 -18.8529 2.4123 0.7 -0.6 0.6 -0.092
O 5.2011 -16.5418 1.4432 -1.3 0.0 0.0 -0.043
H 6.7252 -16.4036 2.7158 0.5 0.3 1.1 0.096
H 5.5781 -17.7996 3.0333 -0.4 0.5 1.1 0.105
H 7.2834 -17.8264 0.6384 0.3 -0.3 0.3 0.119
H 6.0991 -18.9651 1.4783 0.4 0.3 -1.4 0.132
H 7.4297 -19.6054 2.9307 0.2 1.7 -1.0 0.089
H 4.4111 -16.5731 1.9871 -0.7 0.5 -0.8 0.084
C 9.6676 -15.2049 -0.7187 -1.0 0.0 1.7 -0.218
C 9.3017 -15.2982 0.8028 4.9 0.0 -0.5 -0.193
O 9.9299 -14.2238 1.5560 -1.1 -0.7 0.2 -0.104
O 8.9172 -16.0719 -1.5287 0.6 -0.5 0.0 -0.035
H 10.6836 -15.3947 -0.8363 1.9 -0.9 -0.2 0.090
H 9.5985 -14.2173 -1.0790 -0.6 1.6 -0.1 0.105
H 9.5797 -16.3086 1.1954 0.3 0.5 -0.3 0.106
H 8.3264 -15.3263 0.9339 -5.1 0.5 0.4 0.055
H 9.3848 -13.9686 2.3876 1.1 -0.8 -1.7 0.058
H 8.0323 -16.0451 -1.1943 -0.9 0.0 0.0 0.065
```
Positions in Å, forces in eV/Å.

Values from the calculation:
* max |F|: 0.14003 Eh/bohr
* charge: 0
* frontier orbital gap: 8.141 eV
* ΔE to the lowest compared entry with this formula, charge and spin: 612.4 kJ/mol

2.
Density functional theory data (ωB97M-V/def2-TZVPD) for a cluster of 6 separate species, C36H35N7O12S in total at a distorted geometry.

```
91
Properties=species:S:1:pos:R:3:forces:R:3:lowdin_charge:R:1
O -3.0298 -2.5825 3.2786 0.2 -0.1 -0.4 0.059
N -2.6861 -3.0762 2.2146 0.3 0.1 0.2 -0.315
O -1.7239 -2.7036 1.5606 -0.4 -0.2 0.5 0.046
C -3.4840 -4.1832 1.6874 -0.5 -0.7 -0.3 -0.131
C -4.6114 -4.6110 2.3864 -0.1 0.1 0.1 0.006
C -5.3803 -5.6472 1.8696 0.2 0.1 -0.1 -0.066
C -5.0199 -6.2502 0.6680 0.0 0.0 0.0 -0.072
C -3.8870 -5.8247 -0.0194 -0.2 0.1 0.3 -0.059
C -3.1132 -4.7869 0.4882 0.2 0.1 -0.1 0.010
H -4.9027 -4.1492 3.3233 0.2 0.1 -0.1 0.118
H -6.2634 -5.9837 2.4019 0.1 0.1 0.0 0.109
H -5.6261 -7.0556 0.2647 0.1 0.1 0.1 0.107
H -3.6094 -6.3003 -0.9538 0.0 0.1 0.1 0.110
H -2.2341 -4.4622 -0.0584 -0.1 0.1 0.2 0.087
O -5.6020 3.4921 -1.5299 0.3 -0.1 0.4 0.068
N -4.9564 3.2999 -0.5103 -0.2 0.5 -0.1 -0.351
O -4.7812 4.1350 0.3639 -0.1 -0.3 -0.3 0.069
C -4.3476 1.9807 -0.3263 0.4 -0.7 0.1 -0.149
C -4.4930 1.0125 -1.3178 0.0 0.0 -0.1 -0.005
C -3.8931 -0.2306 -1.1494 0.0 0.2 0.2 -0.058
C -3.1597 -0.5006 0.0023 0.0 -0.1 -0.1 -0.061
C -3.0270 0.4672 0.9931 -0.1 0.0 -0.2 -0.053
C -3.6211 1.7142 0.8322 0.0 0.0 0.1 0.000
H -5.0616 1.2108 -2.2192 0.0 0.2 0.2 0.117
H -3.9944 -0.9896 -1.9179 0.0 0.1 0.1 0.109
H -2.6877 -1.4704 0.1280 -0.1 0.2 -0.1 0.078
H -2.4564 0.2496 1.8899 -0.1 0.0 -0.1 0.107
H -3.5079 2.4611 1.6099 -0.1 0.0 -0.2 0.118
O 0.5874 -4.4968 0.4332 -0.2 0.4 -0.4 0.075
N 0.4799 -3.5792 -0.3654 -0.3 -0.2 0.1 -0.334
O -0.5179 -3.3655 -1.0465 0.5 -0.2 0.3 0.040
C 1.6198 -2.6759 -0.5251 0.6 0.5 -0.1 -0.147
C 2.7860 -2.9059 0.2018 0.1 -0.1 0.1 -0.002
C 3.8751 -2.0587 0.0288 -0.3 0.1 -0.2 -0.054
C 3.7942 -0.9900 -0.8597 -0.2 0.3 0.2 -0.064
C 2.6219 -0.7605 -1.5749 0.0 -0.3 0.2 -0.054
C 1.5287 -1.6041 -1.4106 -0.1 0.1 -0.1 -0.001
H 2.8621 -3.7344 0.8968 -0.2 0.1 -0.1 0.118
H 4.7902 -2.2328 0.5850 -0.1 0.0 0.0 0.110
H 4.6530 -0.3314 -0.9968 -0.9 -0.5 0.3 0.061
H 2.5630 0.0751 -2.2639 0.0 -0.1 0.1 0.104
H 0.6227 -1.4162 -1.9759 0.0 -0.2 0.2 0.116
O 6.3094 -0.1841 -1.6722 0.8 0.5 -0.7 0.038
N 6.1999 0.7388 -2.4711 -0.1 -0.1 -0.1 -0.317
O 5.2057 0.9470 -3.1496 0.4 -0.2 0.4 0.087
C 7.3362 1.6484 -2.6255 0.6 0.5 -0.1 -0.137
C 8.5014 1.4215 -1.8959 0.1 -0.1 0.1 -0.006
C 9.5862 2.2736 -2.0636 -0.2 0.1 -0.1 -0.069
C 9.5018 3.3443 -2.9498 -0.1 -0.1 0.0 -0.056
C 8.3316 3.5733 -3.6691 0.2 -0.1 0.2 -0.053
C 7.2417 2.7222 -3.5086 0.0 -0.1 0.0 0.007
H 8.5796 0.5915 -1.2030 -0.2 0.1 -0.1 0.117
H 10.5005 2.1023 -1.5054 -0.1 0.0 0.0 0.107
H 10.3540 4.0041 -3.0817 -0.1 -0.1 0.0 0.110
H 8.2737 4.4191 -4.3614 0.2 -0.8 0.8 0.060
H 6.3368 2.9062 -4.0744 0.0 -0.2 0.2 0.105
O 8.0011 5.4450 -5.7917 -0.7 0.5 -0.5 0.050
N 6.7789 5.3403 -5.7860 0.0 0.2 0.1 -0.312
O 6.1042 5.1775 -4.7825 0.3 0.3 -0.4 0.079
C 6.0828 5.4126 -7.0713 -0.3 0.0 -0.8 -0.136
C 6.8197 5.5615 -8.2443 0.1 0.0 0.0 0.002
C 6.1557 5.6057 -9.4648 -0.2 0.0 0.2 -0.063
C 4.7682 5.5062 -9.5073 0.0 0.0 0.0 -0.067
C 4.0376 5.3679 -8.3309 0.3 0.0 0.0 -0.061
C 4.6933 5.3200 -7.1060 -0.1 0.0 0.1 0.004
H 7.9008 5.6401 -8.2243 -0.2 0.0 0.2 0.120
H 6.7199 5.7148 -10.3846 0.0 0.0 0.1 0.110
H 4.2535 5.5355 -10.4626 0.1 0.0 0.1 0.110
H 2.9564 5.2937 -8.3699 0.1 0.0 0.1 0.111
H 4.1132 5.2088 -6.1968 0.2 0.0 0.0 0.122
N -3.3309 -2.7770 6.5048 -0.5 0.5 0.3 -0.014
C -2.8058 -1.4432 6.9048 0.5 0.3 -0.3 -0.275
C -3.4086 -0.2079 6.0854 0.4 0.8 0.6 -0.190
C -4.8283 0.3086 6.6798 0.8 -1.6 0.3 -0.083
C -5.8878 -0.9079 6.5992 0.6 0.7 -3.2 -0.381
O -6.2084 -1.2868 5.4578 0.2 0.7 4.0 0.068
O -6.3293 -1.4758 7.8243 -0.8 0.9 -2.0 -0.042
C -7.7588 -1.6674 7.8575 -1.0 0.0 1.8 -0.224
N -8.2574 -2.7846 6.9925 -3.9 3.4 -2.7 0.052
C -9.1729 -2.3286 6.1898 2.3 -2.3 -0.6 -0.683
S -10.1091 -2.0174 4.8736 1.8 -0.5 3.2 0.676
H -4.1904 -3.0075 7.0233 0.6 0.2 -0.5 0.057
H -3.5299 -2.8205 5.4914 0.2 0.2 0.9 0.040
H -1.6595 -1.4830 6.7807 -1.7 0.3 0.0 0.112
H -2.9819 -1.2672 8.0228 0.1 -0.3 -1.5 0.119
H -3.4550 -0.3874 4.9504 -0.1 0.0 1.8 0.107
H -2.6889 0.6819 6.2415 -1.0 -1.3 -0.3 0.112
H -4.6366 0.5790 7.7674 -0.5 0.0 -1.4 0.113
H -5.1372 1.1840 6.0223 -0.1 -1.2 1.1 0.125
H -8.3593 -0.7096 7.6554 1.3 -1.1 0.1 0.142
H -8.0134 -1.9582 8.9428 0.7 0.4 -1.7 0.145
```
Positions in Å, forces in eV/Å.

Values from the calculation:
* SMILES string: O=[N+]([O-])c1ccccc1.O=[N+]([O-])c1ccccc1.O=[N+]([O-])c1ccccc1.O=[N+]([O-])c1ccccc1.O=[N+]([O-])c1ccccc1.NCCCC(=O)OCN=C=S
* max |F|: 0.11326 Eh/bohr
* charge: 0
* frontier orbital gap: 7.629 eV

3.
Density functional theory data (ωB97M-V/def2-TZVPD) for a structure of composition C23H18N3ORuTe at a distorted geometry.

```
47
Properties=species:S:1:pos:R:3:forces:R:3:mulliken_spin:R:1
Ru 0.1427 -0.1377 -1.6759 -0.9 0.5 -1.1 2.418
C 3.3466 -2.6533 -2.5051 -0.3 0.0 0.1 -0.009
C 2.7483 -3.8946 -2.7120 0.0 0.2 0.0 0.039
C 1.3716 -4.0251 -2.5832 -0.4 0.5 0.2 -0.001
C 0.6170 -2.9063 -2.2409 0.1 -0.7 -0.1 -0.010
N 1.2290 -1.7388 -1.9271 0.3 -0.8 -0.3 -0.076
C 2.5475 -1.6043 -2.0814 1.2 0.1 -0.1 0.023
C -0.8464 -2.8018 -2.3004 -0.5 -0.6 -0.1 0.048
C -1.7286 -3.8613 -2.4898 0.5 0.4 0.2 0.004
C -3.0857 -3.6059 -2.6236 0.0 0.2 0.0 0.007
C -3.5306 -2.2913 -2.6166 0.3 0.0 0.0 -0.004
C -2.6094 -1.2749 -2.3924 -0.8 0.2 -0.1 0.021
N -1.3172 -1.5336 -2.2274 0.8 0.4 0.3 -0.021
H 4.4028 -2.5126 -2.6810 0.0 0.1 0.1 0.001
H 3.3397 -4.7492 -3.0095 0.1 0.0 0.0 0.000
H 0.8938 -4.9713 -2.7880 -0.1 0.0 -0.1 0.000
H 2.9721 -0.6149 -1.8724 -0.1 -0.3 0.0 -0.008
H -1.3606 -4.8731 -2.5240 0.1 -0.1 0.0 0.000
H -3.7818 -4.4254 -2.7440 0.0 0.0 -0.1 0.000
H -4.5697 -2.0566 -2.7839 -0.1 0.1 0.1 0.000
H -2.9147 -0.2307 -2.3563 0.1 -0.2 0.0 0.001
Te -0.1353 0.5462 0.9306 0.0 1.2 2.4 0.551
C 0.0572 0.3388 3.0986 0.0 -0.1 -1.5 0.240
C -0.9101 1.0872 3.7776 -0.5 0.4 0.2 0.074
C -1.0310 0.9322 5.1464 -0.2 0.2 -0.3 -0.014
C -0.1693 0.0805 5.8226 -0.3 0.2 0.3 0.139
C 0.8030 -0.6387 5.1348 0.4 -0.2 -0.7 0.054
C 0.9120 -0.5335 3.7544 0.4 -0.5 0.5 -0.031
C 0.1291 2.6812 0.8606 0.1 -0.3 -0.1 0.050
C 1.4589 3.1098 0.8915 -0.1 -0.4 -0.1 0.014
C 1.7263 4.4555 0.6941 0.1 0.0 0.0 0.000
C 0.6839 5.3584 0.5408 0.0 0.1 0.0 0.020
C -0.6352 4.9152 0.4933 0.2 -0.1 0.2 0.015
C -0.9192 3.5681 0.6584 -0.3 -0.2 -0.2 -0.008
H -1.5807 1.7501 3.2441 0.0 0.1 0.1 -0.001
H -1.8038 1.4718 5.6757 0.0 0.0 0.0 0.001
H -0.2541 -0.0200 6.8965 0.0 0.0 0.0 0.001
H 1.4787 -1.2818 5.6798 0.0 -0.1 0.0 0.003
H 1.6695 -1.1082 3.2422 0.0 0.0 -0.1 -0.002
H 2.2718 2.4085 1.0398 0.0 0.1 0.1 -0.005
H 2.7556 4.7895 0.6629 0.0 0.0 0.1 0.001
H 0.8962 6.4198 0.4879 0.0 -0.1 -0.2 0.001
H -1.4394 5.6177 0.3351 -0.1 0.0 0.1 0.000
H -1.9444 3.2281 0.6223 -0.1 0.0 0.0 -0.001
O -0.7414 3.4979 -3.4904 0.0 0.0 -0.1 0.198
C -0.6240 2.5327 -2.8835 -0.3 1.5 -0.7 0.043
N -0.5224 1.5544 -2.1793 0.2 -1.8 0.9 0.224
```
Positions in Å, forces in eV/Å.

Values from the calculation:
* spin multiplicity: 5
* max |F|: 0.05298 Eh/bohr
* charge: +3
* frontier orbital gap (alpha / beta): 6.688 / 4.723 eV
* <S²>: 6.04
* ΔE to the lowest compared entry with this formula, charge and spin: 133.4 kJ/mol